47
Properties=species:S:1:pos:R:3:forces:R:3:mulliken_charge:R:1 method="wB97M-V/def2-TZVPD" e_homo_ev=-7.88 gap_ev=7.552 energy_ha=-1201.71194 de_lowest_kj_mol=608.0 molar_mass_g_mol=355.394 fmax_ev_per_a=1.41 lumo_ev=-0.32
C 5.2945 0.0288 1.2637 0.0 0.0 0.0 -1.76
C 4.5089 -1.2487 1.2453 0.0 0.0 0.0 0.80
C 5.1641 -2.4530 1.0328 0.0 -0.1 0.0 -0.52
C 4.4853 -3.6578 1.0515 0.1 -0.1 0.0 -0.62
C 3.1234 -3.6658 1.2927 0.0 -0.1 0.0 -0.89
C 2.4507 -2.4758 1.4959 0.0 0.0 0.0 -0.11
C 3.1249 -1.2584 1.4656 0.2 -0.2 0.1 0.44
N 2.4793 -0.0211 1.7010 0.0 0.0 0.1 0.11
C 1.3162 -0.0082 2.5633 -0.2 0.2 0.2 -1.18
C -0.0179 -0.0190 1.7763 0.2 0.1 0.0 -0.55
N 0.2287 -0.5979 0.4765 0.0 -0.1 0.2 0.57
C 1.1026 0.2140 -0.3406 0.2 0.0 -0.1 -0.41
C 2.2411 0.7901 0.5294 -0.2 0.0 -0.2 -1.21
H 3.1498 0.8616 -0.0657 0.0 0.1 0.0 0.39
H 1.9761 1.7944 0.8759 0.1 0.0 -0.1 0.41
H 0.5749 1.0557 -0.8252 0.1 0.0 0.0 0.28
H 1.5107 -0.4327 -1.1231 0.0 0.1 0.0 0.44
C -0.9037 -1.1779 -0.2161 0.3 -0.2 0.0 -1.84
C -1.9249 -0.1330 -0.6062 0.2 0.2 -0.5 1.00
C -1.8327 0.6447 -1.7665 -1.0 0.2 1.0 0.04
C -2.6665 1.7519 -2.0026 -0.1 0.1 0.0 -1.22
C -3.6115 2.0396 -1.0593 0.2 -0.6 0.5 0.85
C -3.7343 1.2600 0.0992 0.2 0.3 -0.6 0.82
C -2.9021 0.1966 0.3417 -0.3 0.2 -0.1 -1.37
H -3.0080 -0.3819 1.2440 0.0 -0.1 0.1 0.49
O -4.7528 1.7397 0.8588 0.3 -0.4 0.1 -0.49
C -5.2810 2.8477 0.1550 -1.0 0.7 0.4 -0.28
O -4.5527 3.0261 -1.0412 0.3 0.0 -0.4 -0.49
H -5.1980 3.7516 0.7779 0.1 -0.2 -0.1 0.26
H -6.3405 2.6622 -0.0798 0.3 0.0 0.0 0.25
H -2.5540 2.3313 -2.9037 0.0 0.0 -0.1 0.53
N -0.9017 0.3572 -2.8266 0.3 -0.1 -0.5 1.19
O -0.5474 -0.7908 -3.0027 0.1 -0.2 -0.1 -0.60
O -0.5424 1.2924 -3.5140 0.2 0.1 -0.2 -0.65
H -0.5201 -1.7078 -1.0882 -0.2 0.0 0.2 0.64
H -1.3705 -1.9026 0.4556 -0.1 0.0 0.0 0.52
H -0.4231 1.0053 1.7048 -0.1 0.0 0.1 0.37
H -0.7502 -0.6328 2.3034 -0.1 0.0 0.0 0.32
H 1.3766 -0.8592 3.2415 0.0 0.1 0.0 0.50
H 1.3642 0.9069 3.1679 -0.1 -0.1 0.0 0.39
H 1.3842 -2.4897 1.6558 -0.1 0.0 0.0 0.24
H 2.5797 -4.5991 1.3134 0.0 -0.1 0.0 0.39
H 5.0170 -4.5830 0.8858 0.0 -0.1 0.0 0.38
H 6.2318 -2.4433 0.8625 0.1 0.0 0.0 0.42
H 5.4133 0.4284 0.2559 0.0 0.1 0.0 0.30
H 6.2892 -0.1488 1.6671 0.1 0.0 0.0 0.50
H 4.7881 0.7733 1.8727 0.0 0.1 0.0 0.36